{"formula": "C29H24ClN7OSW", "method": "the ωB97M-V functional and the def2-TZVPD basis", "orbital_gap_ev": [6.1739, 6.4287], "energy_ev": -68111.3244, "charge": 2, "multiplicity": 3, "s_squared": 2.10, "elements": ["W", "Cl", "C", "C", "C", "C", "O", "C", "C", "N", "C", "C", "C", "C", "C", "C", "C", "C", "N", "C", "C", "H", "H", "H", "H", "H", "H", "H", "H", "H", "H", "S", "C", "N", "N", "C", "C", "C", "C", "C", "C", "N", "N", "C", "C", "C", "C", "C", "C", "H", "H", "H", "H", "H", "H", "H", "H", "H", "H", "H", "N", "H", "H", "H"], "positions_angstrom": [[-0.164, -0.632, -0.219], [-5.688, -0.996, 4.599], [-4.229, -1.042, 3.690], [-3.196, -1.900, 4.076], [-2.023, -1.954, 3.352], [-1.854, -1.159, 2.219], [-0.714, -1.284, 1.526], [-2.878, -0.267, 1.841], [-2.755, 0.684, 0.779], [-1.707, 0.865, 0.033], [-1.689, 1.911, -0.941], [-2.595, 2.936, -1.042], [-2.473, 3.911, -2.050], [-1.432, 3.877, -2.933], [-0.458, 2.858, -2.833], [0.677, 2.799, -3.672], [1.611, 1.816, -3.488], [1.401, 0.868, -2.482], [0.337, 0.871, -1.691], [-0.596, 1.872, -1.838], [-4.069, -0.231, 2.593], [-3.326, -2.524, 4.950], [-1.220, -2.614, 3.649], [-3.626, 1.314, 0.622], [-3.414, 3.032, -0.343], [-3.213, 4.697, -2.108], [-1.329, 4.632, -3.701], [0.800, 3.543, -4.448], [2.497, 1.751, -4.100], [2.114, 0.068, -2.322], [-4.861, 0.450, 2.309], [-1.611, -1.847, -1.595], [-0.918, -3.376, -1.061], [-1.645, -4.464, -1.370], [-1.500, -5.604, -0.837], [-0.863, -6.097, 0.341], [-0.639, -5.332, 1.481], [-0.140, -5.958, 2.607], [0.153, -7.318, 2.598], [-0.083, -8.072, 1.459], [-0.608, -7.466, 0.331], [0.303, -3.467, -0.572], [0.936, -2.324, -0.439], [2.334, -2.478, -0.141], [3.269, -2.226, -1.134], [4.621, -2.325, -0.831], [5.025, -2.669, 0.450], [4.080, -2.931, 1.434], [2.727, -2.837, 1.143], [-2.048, -6.312, -1.318], [-0.867, -4.277, 1.507], [0.025, -5.381, 3.507], [0.556, -7.789, 3.484], [0.129, -9.132, 1.449], [-0.812, -8.052, -0.557], [2.939, -2.011, -2.143], [5.358, -2.150, -1.603], [6.078, -2.748, 0.680], [4.398, -3.217, 2.428], [1.975, -3.054, 1.893], [1.526, 0.376, 0.988], [2.042, -0.331, 1.512], [1.156, 1.035, 1.670], [2.212, 0.881, 0.433]], "forces_ev_per_angstrom": [[-0.4, 0.3, 0.0], [0.0, 0.0, 0.0], [0.0, 0.0, 0.0], [0.0, 0.0, 0.0], [0.0, 0.0, -0.1], [-0.1, 0.0, 0.0], [0.1, 0.2, 0.2], [0.0, 0.0, 0.0], [0.1, 0.0, 0.0], [-0.1, 0.1, 0.0], [0.0, 0.1, 0.0], [0.0, 0.0, 0.0], [0.0, 0.0, 0.0], [0.0, 0.0, 0.0], [0.0, 0.0, 0.0], [0.0, 0.0, 0.0], [0.0, 0.0, 0.0], [0.0, -0.1, 0.0], [0.0, 0.2, -0.1], [0.0, 0.1, 0.0], [0.0, -0.1, 0.0], [0.0, 0.0, 0.0], [0.0, 0.0, 0.0], [0.0, 0.0, 0.0], [0.0, 0.0, 0.0], [0.0, 0.0, 0.0], [0.0, 0.0, 0.0], [0.0, 0.0, 0.0], [0.0, 0.0, 0.0], [0.0, 0.0, 0.0], [0.0, 0.0, 0.0], [0.1, -0.1, 0.2], [0.0, 0.1, -0.1], [0.1, -0.3, -0.1], [-0.1, 0.2, -0.1], [0.2, -0.2, 0.1], [0.0, 0.0, 0.0], [0.0, 0.0, 0.0], [0.0, 0.0, 0.0], [0.0, 0.0, 0.0], [0.0, 0.1, 0.0], [0.3, 0.0, -0.1], [0.0, -0.7, -0.1], [0.1, 0.1, 0.1], [0.0, 0.0, 0.0], [0.0, 0.0, 0.0], [0.0, 0.0, 0.0], [0.0, 0.0, 0.0], [0.0, 0.0, 0.0], [-0.1, 0.0, 0.0], [0.0, 0.0, 0.0], [0.0, 0.0, 0.0], [0.0, 0.0, 0.0], [0.0, 0.0, 0.0], [0.0, 0.0, 0.0], [0.0, 0.0, 0.0], [0.0, 0.0, 0.0], [0.0, 0.0, 0.0], [0.0, 0.0, 0.0], [0.0, 0.0, 0.0], [-0.1, 0.0, 0.0], [0.0, 0.0, 0.0], [0.0, 0.0, 0.0], [0.0, 0.0, 0.0]]}